(1)
Density functional theory data (ωB97M-V/def2-TZVPD) for a structure of composition C33H29Br2Cl2N3O3RuS in a non-equilibrium geometry.

Each line ends with the Löwdin charge.
Atoms and positions in Å:
Ru: 0.54 -0.11 0.14  1.548
Br: 0.80 -5.48 3.16  0.829
Br: 0.51 6.85 0.41  0.865
Cl: 4.91 0.08 6.00  0.748
Cl: -0.33 -0.25 4.77  0.774
S: 0.49 0.83 -3.07  1.044
O: 0.56 -0.15 2.06  -0.284
O: 0.62 -0.18 -1.89  -0.662
O: 2.62 -0.05 0.14  -0.126
N: 1.23 -2.52 0.38  -0.001
N: -1.50 0.00 0.15  -0.019
N: 1.02 2.25 0.58  -0.022
C: -0.73 0.09 -4.17  -0.286
C: 0.17 4.28 1.53  -0.076
C: -2.22 -0.64 1.17  -0.295
C: -3.92 -0.52 2.87  -0.046
C: -1.82 1.96 -1.29  -0.075
C: -3.23 0.08 1.83  -0.004
C: 2.33 -0.08 5.20  -0.065
C: 1.03 -4.59 1.53  -0.677
C: 3.97 0.02 3.48  -0.033
C: 1.57 2.98 -0.41  -0.149
C: -3.47 0.19 -1.26  -0.001
C: 3.66 0.00 4.81  -0.648
C: -4.22 0.88 -2.21  -0.044
C: -3.62 -1.82 3.25  -0.039
C: 1.90 0.46 -4.15  -0.278
C: 0.72 5.00 0.49  -0.693
C: 1.11 -5.29 0.34  -0.074
C: 1.26 -4.57 -0.83  -0.028
C: 1.36 -0.32 -5.36  -0.200
C: -2.26 0.73 -0.80  -0.283
C: 1.32 -0.14 4.27  -0.567
C: -2.64 -2.55 2.57  -0.047
C: 1.45 4.35 -0.50  -0.085
C: 0.33 2.91 1.53  -0.108
C: 1.32 -3.19 -0.77  -0.124
C: -0.09 0.13 -5.56  -0.205
C: 1.60 -0.10 2.91  -0.346
C: -3.77 2.11 -2.69  -0.054
C: -1.94 -1.96 1.54  -0.028
C: 1.10 -3.21 1.52  -0.195
C: 2.94 -0.03 2.52  -0.128
C: 3.35 -0.02 1.16  -0.119
C: -2.57 2.65 -2.22  -0.066
H: -2.24 3.62 -2.57  0.121
H: 1.97 -0.11 -6.24  0.126
H: 2.15 2.43 -1.14  0.102
H: -3.44 1.10 1.54  0.129
H: 1.03 -2.66 2.45  0.102
H: 2.08 -0.11 6.26  0.128
H: -0.10 2.30 2.32  0.116
H: -0.38 4.77 2.32  0.119
H: -4.68 0.04 3.41  0.122
H: 1.41 -1.39 -5.17  0.123
H: -0.90 2.39 -0.91  0.074
H: -5.15 0.46 -2.57  0.122
H: 1.05 -6.38 0.33  0.123
H: -0.13 1.14 -5.97  0.126
H: 5.00 0.08 3.17  0.131
H: -2.44 -3.58 2.84  0.117
H: -3.81 -0.77 -0.89  0.131
H: 1.34 -5.08 -1.79  0.121
H: -4.36 2.65 -3.42  0.121
H: -0.86 -0.92 -3.79  0.115
H: -0.63 -0.52 -6.24  0.130
H: 2.62 -0.08 -3.53  0.104
H: 2.32 1.43 -4.43  0.102
H: 4.42 0.02 0.98  0.151
H: -4.16 -2.29 4.07  0.122
H: -1.22 -2.53 0.96  0.090
H: 1.44 -2.60 -1.67  0.095
H: 1.91 4.90 -1.31  0.117
H: -1.66 0.65 -4.07  0.086

## Properties
⟨S²⟩: 6.04
Spin multiplicity: 5
E_HOMO (alpha / beta): -13.5 / -13.7 eV
LUMO level (alpha / beta): -5.8 / -7.6 eV
Charge: +2
Gap between HOMO and LUMO (alpha / beta): 7.6987 / 6.1305 eV


(2)
Density functional theory data (ωB97M-V/def2-TZVPD) for a structure of composition C4H6ClFN2 in a non-equilibrium geometry.

Each line ends with the Löwdin charge.
Atoms and positions in Å:
Cl: -0.65 0.67 1.98  0.620
F: -0.21 -0.49 -1.59  0.129
N: 1.96 0.86 0.80  0.014
N: 2.13 0.00 -1.49  0.162
C: -0.90 -0.02 0.35  -0.543
C: 1.52 0.39 -0.45  -0.482
C: 0.04 0.07 -0.52  -0.439
C: -2.30 -0.90 0.41  -0.079
H: -3.09 -0.22 0.99  0.098
H: 3.04 1.15 0.73  0.133
H: 1.37 2.01 0.63  0.220
H: 1.66 -0.53 -2.14  0.017
H: -2.52 -1.16 -0.67  0.070
H: -2.03 -1.85 0.97  0.080

## Properties
ΔE to the lowest compared entry with this formula, charge and spin: 75.5 kcal/mol
E_HOMO: -9.4 eV
LUMO level: 0.5 eV
Gap between HOMO and LUMO: 9.9113 eV


(3)
Density functional theory data (ωB97M-V/def2-TZVPD) for the molecule C16H18N2O4S in a non-equilibrium geometry.

Each line ends with the Löwdin charge.
Atoms and positions in Å:
S: 2.23 0.51 -1.29  0.714
O: 3.94 3.55 0.33  0.131
O: 3.34 1.38 -1.57  -0.241
O: 1.44 0.06 -2.40  -0.246
O: 3.64 1.49 1.14  0.092
N: 1.26 1.30 -0.15  -0.157
N: 4.23 -2.87 -0.62  0.076
C: 3.23 2.61 0.52  -0.559
C: 2.57 -1.22 0.88  -0.063
C: -4.61 -1.03 1.09  -0.066
C: -1.08 1.98 0.07  -0.011
C: 1.73 2.60 0.25  -0.090
C: -0.52 -0.32 -0.29  -0.019
C: 3.70 -1.78 -1.15  -0.114
C: 3.95 -3.15 0.64  -0.135
C: -2.42 1.63 0.11  -0.021
C: 3.13 -2.37 1.43  -0.038
C: -4.74 -0.59 -1.39  -0.064
C: 2.86 -0.93 -0.44  -0.248
C: -4.30 -0.03 -0.04  -0.392
C: -1.86 -0.65 -0.27  -0.012
C: -0.11 1.00 -0.13  -0.253
C: -2.83 0.32 -0.06  -0.217
H: -4.09 -1.97 0.92  0.074
H: -5.81 -0.78 -1.39  0.077
H: 2.93 -2.64 2.46  0.106
H: 1.24 2.88 1.19  0.149
H: 3.94 -1.57 -2.18  0.125
H: 4.60 1.54 1.27  0.150
H: -2.14 -1.68 -0.41  0.116
H: 4.41 -4.05 1.03  0.108
H: -4.87 0.88 0.16  0.130
H: -4.29 -0.63 2.05  0.081
H: -0.80 3.01 0.19  0.105
H: -5.68 -1.22 1.13  0.077
H: 1.53 3.38 -0.50  0.148
H: 1.93 -0.57 1.45  0.115
H: -4.52 0.12 -2.18  0.083
H: -4.23 -1.52 -1.61  0.075
H: 0.22 -1.09 -0.47  0.099
H: -3.15 2.41 0.27  0.114

## Properties
ΔE to the lowest compared entry with this formula, charge and spin: 32.3 kcal/mol
E_HOMO: -8.7 eV
Structure (SMILES): CC(C)c1ccc(N(CC(=O)O)S(=O)(=O)c2cccnc2)cc1
LUMO level: 0.5 eV
Gap between HOMO and LUMO: 9.2251 eV


(4)
Density functional theory data (ωB97M-V/def2-TZVPD) for the molecule CH4FOPS in a non-equilibrium geometry.

Each line ends with the Löwdin charge.
Atoms and positions in Å:
S: -2.29 0.45 -0.60  0.262
P: -0.61 -0.19 0.08  0.336
F: -0.36 -2.12 0.35  -0.395
O: -0.34 0.41 1.57  -0.246
C: 0.94 0.16 -0.77  -0.211
H: -1.02 0.53 2.22  0.067
H: 1.79 0.16 -0.08  0.058
H: 1.08 -0.59 -1.57  0.065
H: 0.80 1.18 -1.20  0.064

## Properties
ΔE to the lowest compared entry with this formula, charge and spin: 21.0 kcal/mol
E_HOMO: -9.9 eV
Structure (SMILES): C[P@](O)(F)=S
LUMO level: 0.1 eV
Gap between HOMO and LUMO: 9.9484 eV


(5)
Density functional theory data (ωB97M-V/def2-TZVPD) for a cluster of 5 separate species, C2H14O5 in total in a non-equilibrium geometry.

Each line ends with the Löwdin charge.
Atoms and positions in Å:
O: 3.71 6.54 5.70  -0.106
O: 7.18 6.45 7.16  -0.046
O: 4.90 6.89 8.68  -0.105
O: 3.85 3.85 4.33  -0.086
O: 5.55 4.05 6.87  -0.070
C: 4.77 7.09 4.91  -0.352
C: 4.35 7.27 3.51  -0.084
H: 6.72 5.63 6.97  -0.006
H: 3.77 6.45 3.12  0.059
H: 5.09 8.04 5.39  0.128
H: 3.71 8.22 3.45  0.110
H: 5.54 3.22 7.41  0.088
H: 5.59 6.41 5.04  0.083
H: 3.83 4.08 3.35  0.073
H: 4.00 6.52 6.66  0.075
H: 4.70 5.95 8.48  0.017
H: 3.56 4.67 4.78  0.014
H: 7.27 6.87 6.30  0.047
H: 5.26 7.43 2.91  0.088
H: 4.92 3.85 6.13  0.032
H: 5.81 6.99 8.22  0.038

## Properties
ΔE to the lowest compared entry with this formula, charge and spin: 11.0 kcal/mol
E_HOMO: -10.6 eV
Structure (SMILES): CCO.O.O.O.O
LUMO level: 0.4 eV
Gap between HOMO and LUMO: 11.0247 eV


(6)
Density functional theory data (ωB97M-V/def2-TZVPD) for a structure of composition C52H51F5MoN7O3S2Se in a non-equilibrium geometry.

Each line ends with the Löwdin charge.
Atoms and positions in Å:
Mo: -1.35 -0.76 -1.63  1.383
Se: 1.65 -0.10 2.12  0.889
S: -2.78 0.96 -2.67  0.831
S: 0.92 -0.09 -2.88  0.753
F: -2.36 0.34 -5.57  0.064
F: -3.60 5.55 -4.60  0.134
F: -3.22 3.84 -2.54  0.098
F: -2.75 2.05 -7.65  0.124
F: -3.38 4.67 -7.17  0.135
O: -1.44 -3.78 0.59  -0.028
O: -3.32 -0.95 -0.96  -0.288
O: -5.41 0.49 -0.35  0.072
N: -3.42 -2.43 -2.64  0.100
N: 4.44 -0.47 1.97  -0.017
N: 3.37 -2.22 2.79  -0.021
N: 0.09 -2.22 -1.34  -0.150
N: 2.09 2.18 -3.78  -0.107
N: -2.13 -2.47 -2.37  -0.164
N: 0.34 1.61 -4.93  0.109
C: -2.78 2.05 -4.01  -0.481
C: 0.88 -4.42 -2.00  0.011
C: 4.70 0.80 1.33  -0.157
C: 2.28 -2.96 -0.73  -0.026
C: -3.20 3.83 -6.16  -0.132
C: -4.02 -1.53 -1.90  -0.463
C: 5.40 -1.42 2.28  -0.143
C: -1.73 -0.57 1.40  -0.095
C: -1.18 -0.04 0.30  -0.288
C: 2.04 -3.30 4.59  -0.173
C: 6.76 -3.68 3.03  -0.078
C: -3.26 1.64 4.67  -0.074
C: -0.11 -3.42 -1.97  -0.269
C: -3.39 -0.22 3.17  -0.030
C: -2.69 1.63 -5.33  -0.259
C: 1.10 1.28 -3.87  -0.678
C: -7.41 -1.34 -3.46  -0.080
C: -8.01 -0.34 -2.70  -0.060
C: 3.99 2.51 3.12  -0.266
C: 5.13 1.90 2.30  -0.176
C: -2.03 2.00 4.13  -0.062
C: 0.16 1.96 -0.39  -0.112
C: -1.50 1.26 3.09  -0.061
C: -1.03 1.40 0.06  -0.329
C: -1.39 -3.54 -2.53  -0.020
C: -2.88 2.49 -6.40  -0.151
C: -0.84 4.14 -0.43  -0.063
C: 0.85 2.75 -5.50  -0.032
C: 5.39 -3.68 3.18  -0.003
C: -7.32 0.26 -1.67  0.000
C: 3.05 3.36 2.27  -0.116
C: 2.09 -4.19 -1.38  -0.021
C: 1.94 3.10 -4.78  -0.024
C: 6.78 -1.43 2.14  -0.002
C: 0.25 3.32 -0.64  -0.076
C: -5.41 -1.16 -2.13  -0.099
C: 1.28 -2.12 5.19  -0.258
C: 7.44 -2.58 2.52  -0.078
C: -3.10 3.40 -3.79  -0.225
C: -6.13 -1.74 -3.18  -0.019
C: 2.30 -3.15 3.09  -0.166
C: -3.93 0.53 4.19  -0.074
C: 1.27 -2.04 -0.73  -0.217
C: -2.17 0.15 2.58  -0.244
C: 4.71 -2.53 2.80  -0.147
C: 3.18 2.12 -2.84  -0.017
C: 3.23 -0.97 2.30  -0.641
C: -2.03 3.60 0.04  -0.065
C: -3.30 4.28 -4.84  -0.133
C: -2.13 2.25 0.28  -0.059
C: -6.02 -0.13 -1.36  -0.258
C: -0.19 -2.06 4.77  -0.108
H: -1.49 2.85 4.51  0.107
H: -4.88 0.24 4.61  0.106
H: -7.76 1.06 -1.09  0.122
H: 4.13 2.24 -3.37  0.107
H: -9.02 -0.02 -2.93  0.111
H: 7.32 -4.56 3.31  0.107
H: 2.99 -3.43 5.10  0.110
H: -3.06 1.83 0.65  0.125
H: 0.67 -5.35 -2.49  0.124
H: 2.49 2.75 1.56  0.017
H: 4.43 3.14 3.89  0.109
H: -0.54 1.53 2.67  0.070
H: 3.78 1.09 0.81  0.081
H: -1.78 -4.45 -2.96  0.146
H: 5.59 2.70 1.71  0.114
H: 3.16 1.15 -2.36  0.060
H: 1.40 -2.79 2.58  0.076
H: 0.39 3.21 -6.36  0.128
H: 2.62 3.93 -4.90  0.133
H: 5.49 0.64 0.59  0.126
H: 1.05 1.34 -0.49  0.048
H: 2.88 -4.93 -1.39  0.119
H: 4.87 -4.53 3.59  0.113
H: -7.96 -1.81 -4.27  0.103
H: 3.41 1.72 3.62  0.074
H: -0.91 -3.92 1.38  0.048
H: 2.59 -4.11 2.66  0.127
H: -0.40 1.04 -5.30  0.129
H: 5.89 1.50 2.98  0.113
H: -0.68 -1.24 5.29  0.077
H: -3.93 -1.07 2.78  0.116
H: -4.49 0.15 -0.28  0.065
H: 1.33 -2.21 6.28  0.109
H: -0.70 -2.99 5.02  0.076
H: -0.77 5.20 -0.64  0.110
H: 3.21 -2.75 -0.22  0.111
H: 1.78 -1.19 4.92  0.081
H: -2.29 -4.21 0.76  0.063
H: -5.64 -2.50 -3.76  0.110
H: -3.69 2.23 5.47  0.105
H: 1.18 3.75 -0.98  0.091
H: 2.33 3.87 2.90  0.076
H: 3.08 2.90 -2.09  0.092
H: 7.31 -0.58 1.76  0.112
H: -2.88 4.24 0.22  0.115
H: 8.52 -2.62 2.44  0.107
H: -1.96 -1.63 1.37  0.089
H: 3.62 4.11 1.71  0.074
H: -0.29 -1.87 3.71  0.024
H: 1.38 -1.09 -0.22  0.009
H: 1.46 -4.22 4.73  0.116

## Properties
⟨S²⟩: 2.07
Spin multiplicity: 3
E_HOMO (alpha / beta): -9.5 / -9.6 eV
LUMO level (alpha / beta): -3.4 / -4.3 eV
Charge: +1
Gap between HOMO and LUMO (alpha / beta): 6.0449 / 5.2938 eV


no.,E_tot (eV)
1,-223836.88618
2,-22461.70188
3,-38889.22181
4,-25992.23687
5,-12538.67999
6,-173779.98132